Here is a 2-piece molecular cluster, C2H2Cl6 overall from the OMol25 dataset. Energies are from ωB97M-V/def2-TZVPD.

Structure (ORCA input):
```
! wB97M-V def2-TZVPD RIJCOSX def2/J DEFGRID3
* xyz 0 1
C 1.043 1.312 -1.267
Cl -0.096 1.646 -2.598
Cl 1.701 -0.374 -1.261
Cl 0.335 1.922 0.244
H 1.881 1.965 -1.512
C -0.902 -1.249 1.228
Cl -2.307 -0.300 1.721
Cl -1.208 -2.321 -0.099
Cl -0.308 -1.995 2.755
H -0.139 -0.606 0.789
*
```

Results
* HOMO: -10.96 eV
* ΔE to the lowest compared entry with this formula, charge and spin: 0.307 eV
* SMILES: ClC(Cl)Cl.ClC(Cl)Cl
* frontier orbital gap: 11.178 eV
* electronic energy: -2838.5370 Ha
* E_LUMO: 0.222 eV

---

Here is a 2-piece molecular cluster, C5H8O2 overall from the OMol25 dataset. Energies are from ωB97M-V/def2-TZVPD.

Structure (ORCA input):
```
! wB97M-V def2-TZVPD RIJCOSX def2/J DEFGRID3
* xyz 0 1
C -0.700 -0.609 0.675
C -1.326 0.232 -0.070
C 2.215 -0.425 -0.979
C 1.803 -0.214 0.292
C -2.755 0.514 -0.172
O 2.673 -1.300 0.017
O 2.207 0.806 1.155
H -1.035 -1.458 1.270
H -0.763 0.805 -0.685
H 1.539 -0.761 -1.737
H 3.038 0.229 -1.246
H -3.052 1.445 -0.539
H -3.062 -0.275 -0.891
H -3.171 0.486 0.849
H 2.387 0.526 2.061
*
```

Results
* HOMO (alpha / beta): -8.43 / -8.30 eV
* ΔE to the lowest compared entry with this formula, charge and spin: 6.875 eV
* frontier orbital gap (alpha / beta): 8.855 / 8.700 eV
* electronic energy: -345.5523 Ha
* E_LUMO (alpha / beta): 0.427 / 0.397 eV

---

Here is C3H4Cl2 as an isolated structure from the OMol25 dataset. Energies are from ωB97M-V/def2-TZVPD.

Structure (ORCA input):
```
! wB97M-V def2-TZVPD RIJCOSX def2/J DEFGRID3
* xyz 0 1
C 0.587 0.169 -0.734
C 0.545 -0.114 0.737
C -0.680 -0.353 -0.133
Cl -2.162 1.405 0.140
Cl -1.680 -1.620 0.013
H 0.516 1.134 -1.152
H 1.309 -0.231 -1.363
H 1.024 -1.047 0.987
H 0.543 0.657 1.506
*
```

Results
* HOMO: -10.21 eV
* ΔE to the lowest compared entry with this formula, charge and spin: 2.348 eV
* frontier orbital gap: 9.420 eV
* electronic energy: -1036.9854 Ha
* E_LUMO: -0.793 eV

---

Here is a 12-piece molecular cluster, C6H37NO11 overall from the OMol25 dataset. Energies are from ωB97M-V/def2-TZVPD.

Structure (ORCA input):
```
! wB97M-V def2-TZVPD RIJCOSX def2/J DEFGRID3
* xyz 1 2
C -1.050 -2.599 0.838
C -0.260 -1.371 0.374
N 0.152 -1.416 -1.045
C 1.515 -1.844 -1.231
C 0.618 1.038 -1.263
C -0.161 -0.192 -1.829
C -0.033 -0.389 -3.338
H -0.410 -3.422 1.157
H -1.673 -2.276 1.663
H -1.643 -2.931 -0.015
H -0.937 -0.520 0.484
H 0.639 -1.204 0.972
H 1.873 -1.814 -2.257
H 2.189 -1.177 -0.691
H 1.615 -2.883 -0.917
H 0.793 1.789 -2.022
H 0.273 1.434 -0.315
H 1.617 0.618 -1.094
H -1.213 -0.044 -1.562
H 0.905 -0.179 -3.841
H -0.316 -1.424 -3.550
H -0.821 0.213 -3.779
H -0.963 -2.956 -1.858
H -1.828 -4.160 -1.975
O -1.593 -3.361 -2.468
H -3.670 -1.434 -3.766
H -2.430 -1.744 -2.911
O -3.113 -1.069 -3.072
H 2.255 -3.713 1.822
H 2.996 -2.464 0.929
O 2.698 -3.359 1.064
H -2.542 3.153 -0.821
H -1.934 1.954 -0.219
O -2.127 2.867 0.001
H -2.347 4.312 2.968
H -2.705 3.031 2.247
O -2.647 3.416 3.118
H 1.283 -0.729 4.750
H 1.533 0.655 4.182
O 1.040 -0.156 4.020
H 2.450 0.000 2.668
H 3.314 1.077 2.177
O 3.256 0.110 2.135
H -4.291 0.152 -0.911
H -3.308 0.550 -1.860
O -3.932 0.977 -1.246
H 4.258 1.512 -0.538
H 3.768 0.015 -0.416
O 4.115 0.690 -1.000
H -0.560 5.077 1.698
H -1.016 3.733 1.261
O -0.399 4.147 1.887
H 1.530 2.708 3.897
H 1.289 3.003 2.458
O 1.947 2.601 3.038
*
```

Results
* HOMO (alpha / beta): -12.84 / -12.84 eV
* ΔE to the lowest compared entry with this formula, charge and spin: 0.000 eV
* frontier orbital gap (alpha / beta): 10.235 / 5.288 eV
* electronic energy: -1132.8555 Ha
* E_LUMO (alpha / beta): -2.607 / -7.554 eV

---

Here is one molecule with the formula C4H6N2OS from the OMol25 dataset. Energies are from ωB97M-V/def2-TZVPD.

Structure (ORCA input):
```
! wB97M-V def2-TZVPD RIJCOSX def2/J DEFGRID3
* xyz 0 1
C -1.065 0.220 3.389
C -0.627 -0.238 0.117
C 0.762 0.649 -2.030
C 1.331 -0.724 -2.251
H -0.742 0.824 4.173
H -1.802 -0.550 3.595
H -0.962 -0.872 -0.701
H -0.202 0.748 -2.527
H 1.432 1.424 -2.390
H 2.405 -0.834 -1.986
N -0.639 0.459 2.223
N -1.156 -0.425 1.257
O 0.664 -1.665 -2.620
S 0.601 0.983 -0.249
*
```

Results
* HOMO: -9.20 eV
* ΔE to the lowest compared entry with this formula, charge and spin: 3.330 eV
* SMILES: C=N/N=C\SCC=O
* frontier orbital gap: 9.762 eV
* electronic energy: -738.8823 Ha
* E_LUMO: 0.557 eV

---

Here is one molecule with the formula C4H12N2O from the OMol25 dataset. Energies are from ωB97M-V/def2-TZVPD.

Structure (ORCA input):
```
! wB97M-V def2-TZVPD RIJCOSX def2/J DEFGRID3
* xyz 0 1
N 1.928 -0.036 0.616
C 0.550 0.246 0.209
C -0.459 -0.676 0.898
C -1.801 -0.006 1.112
O -0.596 -1.875 0.104
C 0.369 0.254 -1.323
N 0.897 1.420 -2.004
H 2.485 -0.161 -0.225
H 1.959 -0.959 1.034
H 0.295 1.260 0.532
H -0.002 -0.974 1.851
H -2.181 0.407 0.167
H -2.543 -0.742 1.445
H -1.753 0.791 1.850
H -1.354 -2.372 0.463
H -0.701 0.185 -1.528
H 0.812 -0.654 -1.710
H 0.280 2.201 -1.840
H 1.813 1.689 -1.652
*
```

Results
* HOMO: -9.05 eV
* ΔE to the lowest compared entry with this formula, charge and spin: 1.191 eV
* SMILES: C[C@@H](O)[C@@H](N)CN
* frontier orbital gap: 9.899 eV
* electronic energy: -344.3412 Ha
* E_LUMO: 0.851 eV

---

Here is a 8-piece molecular cluster, C60H46F4INO19P2 overall from the OMol25 dataset. Energies are from ωB97M-V/def2-TZVPD.

Structure (ORCA input):
```
! wB97M-V def2-TZVPD RIJCOSX def2/J DEFGRID3
* xyz 0 1
C 5.431 2.233 -0.208
C 4.504 1.540 -1.337
O 3.969 2.287 -2.190
O 4.335 0.136 -1.246
C 3.646 -0.410 -2.401
C 2.034 -0.461 -2.220
C 1.571 -1.540 -1.095
C 1.097 -0.658 0.199
C -0.456 -0.304 0.180
C -1.559 -1.388 0.485
C -1.256 -2.917 0.816
F -0.027 -3.159 1.481
F -2.293 -3.329 1.744
C -1.496 -3.789 -0.524
F -1.608 -2.860 -1.622
F -2.807 -4.390 -0.430
C -3.087 -1.010 0.437
C -3.598 0.424 0.084
C -2.515 1.477 -0.236
C -0.974 1.139 -0.175
C -0.010 2.362 -0.525
O 1.088 2.616 0.023
C -0.573 3.373 -1.661
P 0.684 4.093 -2.878
N 0.676 5.684 -3.002
C -1.959 3.684 -1.714
P -2.768 4.904 -2.960
O -2.188 6.507 -2.631
I -2.136 4.244 -5.290
C -2.963 2.975 -0.659
O -3.982 3.521 -0.185
H 6.032 3.096 -0.660
H 6.083 1.441 0.304
H 4.709 2.639 0.594
H 3.961 0.077 -3.393
H 3.972 -1.515 -2.486
H 1.658 0.599 -1.999
H 1.603 -0.818 -3.222
H 2.526 -2.079 -0.769
H 0.768 -2.261 -1.460
H 1.781 0.274 0.173
H 1.382 -1.191 1.187
H -0.719 -4.603 -0.704
H -3.886 -1.814 0.648
H -4.721 0.596 0.066
H 0.495 3.391 -4.121
H 1.994 3.714 -2.392
H 1.576 6.107 -2.712
H -2.513 7.125 -3.326
C -1.306 -9.148 2.778
C -1.175 -8.919 1.471
C -1.014 -7.547 0.947
O -0.896 -7.335 -0.248
C -1.001 -6.441 1.924
C -1.132 -6.668 3.231
C -1.293 -8.040 3.757
O -1.411 -8.251 4.951
H -1.426 -10.147 3.180
H -1.182 -9.719 0.741
H -0.880 -5.444 1.523
H -1.125 -5.868 3.959
C -5.638 -4.805 7.076
C -5.067 -4.894 5.874
C -3.854 -5.711 5.660
O -3.331 -5.790 4.562
C -3.299 -6.427 6.828
C -3.871 -6.338 8.030
C -5.084 -5.522 8.245
O -5.607 -5.442 9.340
H -6.527 -4.211 7.251
H -5.461 -4.377 5.008
H -2.411 -7.021 6.653
H -3.477 -6.856 8.897
C 0.938 -10.473 6.055
C 1.089 -9.272 6.614
C 2.186 -9.002 7.567
O 2.323 -7.907 8.079
C 3.111 -10.114 7.874
C 2.960 -11.315 7.315
C 1.862 -11.585 6.362
O 1.725 -12.680 5.849
H 0.140 -10.687 5.356
H 0.421 -8.447 6.399
H 3.909 -9.899 8.574
H 3.627 -12.141 7.529
C 0.514 6.455 -6.912
C 0.536 7.481 -7.764
C 1.739 7.787 -8.566
O 1.760 8.725 -9.342
C 2.917 6.912 -8.389
C 2.896 5.885 -7.538
C 1.693 5.579 -6.736
O 1.673 4.640 -5.961
H -0.359 6.217 -6.316
H -0.318 8.132 -7.906
H 3.789 7.150 -8.985
H 3.750 5.235 -7.396
C -3.736 -4.326 -6.587
C -4.357 -5.413 -6.128
C -4.098 -5.927 -4.766
O -4.663 -6.920 -4.348
C -3.125 -5.188 -3.933
C -2.504 -4.101 -4.392
C -2.763 -3.587 -5.754
O -2.198 -2.594 -6.173
H -3.913 -3.936 -7.582
H -5.072 -5.965 -6.725
H -2.948 -5.578 -2.938
H -1.789 -3.549 -3.795
C 4.600 7.867 0.871
C 3.559 7.453 0.148
C 3.209 8.101 -1.133
O 2.256 7.725 -1.791
C 4.058 9.224 -1.583
C 5.100 9.638 -0.861
C 5.450 8.990 0.421
O 6.401 9.366 1.080
H 4.870 7.405 1.812
H 2.927 6.632 0.463
H 3.787 9.687 -2.524
H 5.731 10.460 -1.176
C -0.220 10.982 2.181
C 0.622 9.970 2.393
C 0.432 8.663 1.729
O 1.199 7.738 1.924
C -0.726 8.521 0.821
C -1.568 9.533 0.609
C -1.378 10.841 1.272
O -2.144 11.765 1.078
H -0.096 11.946 2.658
H 1.476 10.057 3.054
H -0.849 7.557 0.343
H -2.421 9.446 -0.053
*
```

Results
* HOMO: -8.20 eV
* SMILES: CC(=O)OCCCCc1c(C(F)(F)C(F)F)ccc2c1C(=O)C([PH2]=N)=C(P(O)I)C2=O.O=C1C=CC(=O)C=C1.O=C1C=CC(=O)C=C1.O=C1C=CC(=O)C=C1.O=C1C=CC(=O)C=C1.O=C1C=CC(=O)C=C1.O=C1C=CC(=O)C=C1.O=C1C=CC(=O)C=C1
* frontier orbital gap: 6.304 eV
* electronic energy: -5177.6141 Ha
* E_LUMO: -1.895 eV

---

Here is C5H10GaO3 as an isolated structure from the OMol25 dataset. Energies are from ωB97M-V/def2-TZVPD.

Structure (ORCA input):
```
! wB97M-V def2-TZVPD RIJCOSX def2/J DEFGRID3
* xyz 2 2
C -1.272 -2.035 -1.595
O -0.166 -2.483 -0.885
C -1.160 -0.549 -1.933
O -0.829 0.127 -0.705
C 0.118 1.094 -0.709
C 0.510 1.526 0.651
O 0.980 0.362 1.366
C 1.412 0.630 2.699
Ga 0.502 -1.248 0.392
H -2.212 -2.188 -1.029
H -1.388 -2.570 -2.557
H -2.105 -0.132 -2.305
H -0.361 -0.384 -2.670
H 0.429 1.574 -1.636
H -0.342 1.941 1.219
H 1.318 2.268 0.604
H 1.780 -0.309 3.123
H 2.220 1.372 2.679
H 0.566 1.006 3.291
*
```

Results
* HOMO (alpha / beta): -17.47 / -19.46 eV
* ΔE to the lowest compared entry with this formula, charge and spin: 2.065 eV
* frontier orbital gap (alpha / beta): 5.531 / 7.601 eV
* electronic energy: -2346.1923 Ha
* E_LUMO (alpha / beta): -11.941 / -11.863 eV

---

Here is a 2-piece molecular cluster, C3H7IO overall from the OMol25 dataset. Energies are from ωB97M-V/def2-TZVPD.

Structure (ORCA input):
```
! wB97M-V def2-TZVPD RIJCOSX def2/J DEFGRID3
* xyz 0 1
C -0.189 -1.818 0.406
C -0.003 1.806 0.201
C -0.533 -0.423 0.095
O 0.220 0.491 0.631
I -2.630 0.021 0.031
H -0.596 -2.606 -0.312
H 0.927 -1.857 0.371
H -0.351 -2.194 1.465
H -0.812 2.329 0.615
H 0.005 2.119 -0.922
H 0.935 2.422 0.440
H 0.282 -0.427 -1.646
*
```

Results
* HOMO (alpha / beta): -8.51 / -8.51 eV
* ΔE to the lowest compared entry with this formula, charge and spin: 3.834 eV
* frontier orbital gap (alpha / beta): 8.449 / 8.448 eV
* electronic energy: -491.2788 Ha
* E_LUMO (alpha / beta): -0.058 / -0.059 eV

---

Here is C14H19CrF9NO8 as an isolated structure from the OMol25 dataset. Energies are from ωB97M-V/def2-TZVPD.

Structure (ORCA input):
```
! wB97M-V def2-TZVPD RIJCOSX def2/J DEFGRID3
* xyz 0 2
Cr -0.291 -0.233 -0.156
O 2.072 1.297 -1.070
C 2.430 0.662 -2.279
C 1.417 -0.384 -2.723
N 0.913 -1.243 -1.624
C 1.973 -1.907 -0.850
C 1.342 -2.430 0.450
O 1.908 -3.265 1.112
O 0.190 -1.858 0.739
C 0.016 -2.277 -2.201
C -1.424 -1.793 -2.208
O -2.237 -2.227 -2.983
O -1.661 -0.929 -1.243
H 1.270 1.838 -1.218
H 3.403 0.204 -2.104
H 2.548 1.379 -3.094
H 1.893 -1.004 -3.490
H 0.545 0.100 -3.167
H 2.746 -1.190 -0.580
H 2.436 -2.732 -1.391
H 0.021 -3.153 -1.554
H 0.331 -2.578 -3.197
C -2.801 -0.378 1.564
O -1.608 0.404 1.380
C -0.980 0.755 2.616
C 0.324 1.421 2.297
O 1.078 0.473 1.547
C 2.489 0.545 1.741
H -3.528 0.204 2.129
H -2.566 -1.305 2.091
H -3.194 -0.604 0.577
H -0.792 -0.152 3.193
H -1.630 1.426 3.179
H 0.830 1.668 3.231
H 0.182 2.329 1.715
H 2.703 0.618 2.808
H 2.914 1.396 1.213
H 2.923 -0.379 1.369
F -3.630 3.077 -2.350
C -2.860 2.050 -1.942
F -2.626 1.256 -2.995
F -3.579 1.374 -1.045
C -1.497 2.575 -1.360
O -0.598 1.613 -1.001
C -1.802 3.601 -0.201
F -2.159 4.800 -0.686
F -2.784 3.197 0.621
F -0.700 3.787 0.551
C -0.754 3.391 -2.486
F -1.504 4.255 -3.168
F -0.211 2.529 -3.373
F 0.262 4.079 -1.920
*
```

Results
* HOMO (alpha / beta): -9.82 / -9.51 eV
* ΔE to the lowest compared entry with this formula, charge and spin: 0.000 eV
* frontier orbital gap (alpha / beta): 8.573 / 8.835 eV
* electronic energy: -3144.8902 Ha
* E_LUMO (alpha / beta): -1.250 / -0.678 eV

---

Here is a 3-piece molecular cluster, C17H43FN2O5PSi overall from the OMol25 dataset. Energies are from ωB97M-V/def2-TZVPD.

Structure (ORCA input):
```
! wB97M-V def2-TZVPD RIJCOSX def2/J DEFGRID3
* xyz -1 1
C 1.290 -4.733 -2.316
P -0.471 -4.883 -1.703
O -1.388 -5.155 -3.144
C -0.619 -6.455 -0.780
F -1.910 -6.328 -0.101
Si 0.700 -6.670 0.543
C -0.100 -7.594 2.029
C 2.184 -7.729 -0.053
C 1.450 -5.051 1.246
H 1.499 -5.304 -3.231
H 1.432 -3.683 -2.590
H 2.013 -4.943 -1.525
H -2.069 -5.746 -2.839
H 0.053 -7.042 2.963
H -1.179 -7.716 1.901
H 0.313 -8.609 2.098
H 2.783 -8.071 0.798
H 1.868 -8.578 -0.664
H 2.791 -7.094 -0.715
H 1.001 -4.180 0.772
H 1.345 -5.034 2.340
H 2.538 -5.003 1.072
C 0.203 1.852 2.017
O 1.413 2.073 1.313
C 2.569 2.088 2.142
C 3.429 0.860 1.891
N 2.780 -0.347 2.389
C 3.412 -1.595 1.956
C 3.439 -1.903 0.458
O 2.168 -2.155 -0.103
C 1.434 -1.006 -0.483
H -0.621 2.035 1.328
H 0.132 0.820 2.375
H 0.105 2.542 2.861
H 2.308 2.180 3.200
H 3.146 2.975 1.864
H 4.390 0.985 2.400
H 3.618 0.806 0.812
H 1.819 -0.356 2.077
H 2.870 -2.407 2.446
H 4.436 -1.621 2.342
H 4.001 -2.833 0.335
H 3.976 -1.144 -0.124
H 2.084 -0.192 -0.819
H 0.797 -0.663 0.337
H 0.776 -1.289 -1.304
C -3.197 2.846 -0.453
O -2.181 3.787 -0.148
C -1.323 4.077 -1.246
C -1.547 5.495 -1.750
N -2.843 5.626 -2.409
C -3.237 7.007 -2.684
C -3.442 7.950 -1.496
O -4.551 7.629 -0.676
C -4.304 6.646 0.316
H -3.674 2.559 0.483
H -3.959 3.275 -1.110
H -2.779 1.948 -0.916
H -1.434 3.346 -2.051
H -0.298 4.005 -0.873
H -0.757 5.749 -2.463
H -1.459 6.166 -0.888
H -3.552 5.203 -1.828
H -4.182 6.959 -3.231
H -2.503 7.450 -3.364
H -3.662 8.939 -1.909
H -2.536 8.070 -0.892
H -3.277 6.681 0.686
H -4.530 5.646 -0.062
H -4.979 6.837 1.151
*
```

Results
* HOMO: -2.25 eV
* frontier orbital gap: 4.418 eV
* electronic energy: -1889.8568 Ha
* E_LUMO: 2.166 eV

---

Here is a 2-piece molecular cluster, CHF4NOS overall from the OMol25 dataset. Energies are from ωB97M-V/def2-TZVPD.

Structure (ORCA input):
```
! wB97M-V def2-TZVPD RIJCOSX def2/J DEFGRID3
* xyz 0 1
C -0.629 -0.723 0.850
N 1.314 1.111 0.092
O 0.428 -0.711 -3.088
F -1.189 0.159 1.757
F -1.614 -1.509 0.332
F 0.176 -1.492 1.505
F -0.957 1.288 -0.848
S 0.349 0.314 -0.632
H 2.122 1.564 0.031
*
```

Results
* HOMO (alpha / beta): -10.24 / -10.22 eV
* ΔE to the lowest compared entry with this formula, charge and spin: 6.790 eV
* frontier orbital gap (alpha / beta): 7.385 / 7.475 eV
* electronic energy: -966.0837 Ha
* E_LUMO (alpha / beta): -2.851 / -2.741 eV

---

Here is an isolated ion of composition C7H10N3 and charge +1 from the OMol25 dataset. Energies are from ωB97M-V/def2-TZVPD.

Structure (ORCA input):
```
! wB97M-V def2-TZVPD RIJCOSX def2/J DEFGRID3
* xyz 1 1
C -0.195 -1.435 0.030
C 1.026 -0.846 0.194
C -2.206 -0.183 0.566
C -3.673 1.610 -0.313
C 3.045 1.959 -0.179
C -3.416 0.503 0.451
C 2.303 -1.590 0.228
N 2.106 1.252 0.206
N 1.111 0.563 0.117
N -1.433 -0.996 -0.030
H -0.145 -2.536 -0.010
H -4.576 2.142 -0.456
H -2.917 2.090 -0.993
H 3.478 1.855 -1.120
H 3.660 2.336 0.524
H -4.254 0.263 1.119
H 3.151 -1.036 0.725
H 2.183 -2.711 0.500
H 2.552 -1.711 -0.816
H -1.799 -1.528 -0.744
*
```

Results
* HOMO (alpha / beta): -12.85 / -10.89 eV
* ΔE to the lowest compared entry with this formula, charge and spin: 8.019 eV
* frontier orbital gap (alpha / beta): 8.182 / 5.432 eV
* electronic energy: -436.4715 Ha
* E_LUMO (alpha / beta): -4.673 / -5.459 eV